251
Properties=species:S:1:pos:R:3:forces:R:3 method="wB97M-V/def2-TZVPD" energy_ev=-227872.736 multiplicity=2 homo_lumo_gap_ev="7.99 / 7.55" charge=-1 max_force_ev_per_a=8.2
Ca -19.10095 -10.31716 -17.33039 -2.5 -0.8 2.1
O -20.42586 -11.42399 -15.75410 0.6 0.2 -0.3
C -20.46929 -11.58785 -14.33306 -0.7 1.0 -2.2
C -21.89391 -11.76314 -13.64695 0.8 1.1 -1.1
O -22.89114 -10.83321 -13.98236 1.1 -0.8 0.4
H -20.03125 -10.63365 -14.04030 0.0 -0.2 1.3
H -19.82984 -12.43523 -14.08577 0.0 -0.2 0.7
H -21.68214 -11.70218 -12.57946 -0.2 0.2 0.5
H -22.34505 -12.74993 -13.75104 0.0 -0.4 -0.4
C -16.78947 -8.54701 -14.47343 0.2 -0.4 0.3
F -16.31005 -9.70353 -14.09871 0.6 -0.3 0.5
F -18.10306 -8.60775 -14.15011 0.6 0.9 -0.7
F -16.17248 -7.54837 -13.80221 -0.9 -0.8 -0.9
S -16.50475 -8.37389 -16.35814 1.2 1.1 1.2
O -17.52856 -7.45522 -16.70103 -1.9 -0.1 -1.0
O -15.15311 -7.87845 -16.55578 -1.7 -1.3 0.2
N -16.90163 -9.98814 -16.95806 -2.0 4.6 1.4
S -15.52365 -10.55195 -17.17255 7.4 -3.6 -0.8
O -14.82477 -10.07229 -18.36390 -1.3 -0.8 1.1
O -14.73032 -10.52011 -15.92975 -1.0 -0.6 -1.7
C -15.89837 -12.44719 -17.47967 1.0 2.2 0.1
F -16.69791 -12.60575 -18.51357 -1.1 -0.1 -0.1
F -14.77038 -13.04688 -17.78303 0.6 -0.2 0.3
F -16.39242 -12.94328 -16.35839 -0.4 -0.4 0.0
C -20.44076 -13.75252 -19.24144 0.5 0.3 0.0
F -21.49789 -14.56915 -19.30073 0.2 0.6 0.5
F -19.76940 -13.91861 -18.08225 -0.9 0.4 -0.2
F -19.61334 -14.10478 -20.19385 0.4 -0.2 -0.6
S -21.00291 -11.94210 -19.51698 -2.5 -1.5 2.5
O -21.74807 -12.03507 -20.75528 1.6 0.6 0.9
O -21.79348 -11.64687 -18.31267 2.1 0.3 -1.8
N -19.46448 -11.07001 -19.41498 -3.1 -1.6 -0.4
S -19.20612 -10.79867 -20.93787 0.5 1.1 -6.0
O -18.96191 -12.03821 -21.70859 0.1 2.2 1.7
O -20.13218 -9.84673 -21.58953 1.4 -1.2 1.7
C -17.57492 -9.80273 -20.93030 -1.5 -1.2 -0.9
F -17.66876 -8.70298 -20.18109 0.2 -0.1 -0.1
F -16.64091 -10.60767 -20.52317 1.2 -0.3 1.1
F -17.29656 -9.51643 -22.20198 -0.4 0.6 0.3
C -26.82682 -8.97767 -14.53397 1.5 -0.2 0.0
O -25.82255 -9.25984 -13.54786 -1.5 0.0 0.8
C -26.42716 -9.95387 -12.44145 0.7 -0.3 -0.4
C -25.33542 -10.54448 -11.54566 -0.3 -0.1 0.2
N -24.46352 -9.52349 -10.98530 0.9 -0.5 -0.2
C -23.25990 -10.09187 -10.34026 0.1 1.4 0.0
C -22.08416 -9.13710 -10.54213 -0.9 -0.4 -0.4
O -21.89677 -8.89043 -11.92066 3.1 0.1 0.2
C -20.45539 -8.63325 -12.19456 -1.5 0.6 -0.8
H -27.15612 -9.90914 -14.99445 -0.3 -0.1 0.0
H -26.27992 -8.41566 -15.29104 -0.3 0.1 -0.1
H -27.68423 -8.41207 -14.16921 0.0 0.1 0.2
H -27.05612 -10.73404 -12.87022 0.0 -0.5 0.1
H -27.12682 -9.36398 -11.84933 0.1 0.8 0.0
H -24.81499 -11.31739 -12.11122 0.5 0.5 -0.2
H -25.70017 -11.06820 -10.66205 -1.1 -0.5 -0.2
H -24.97348 -9.05332 -10.25115 -0.2 0.2 -0.1
H -23.00553 -11.10084 -10.66487 -0.2 0.1 -0.3
H -23.36356 -10.09178 -9.25520 -0.3 -0.5 0.3
H -21.23959 -9.59727 -10.02925 0.5 0.1 -0.2
H -22.33279 -8.18461 -10.07410 0.1 0.1 0.4
H -19.84538 -9.53639 -12.17689 -0.2 -0.1 0.0
H -19.94043 -7.85564 -11.63044 -0.5 -0.1 1.1
H -20.43512 -8.13237 -13.16245 -0.1 -0.7 -0.4
C -7.40930 -5.33674 -19.18981 0.6 -0.6 -0.1
O -8.05031 -6.55599 -18.82540 -0.4 0.6 0.5
C -7.60243 -7.63312 -19.60921 -0.1 -0.6 -0.7
C -8.13965 -8.99594 -19.18760 -1.0 -0.5 0.3
N -9.58933 -9.18993 -19.48355 1.1 -0.4 0.1
C -10.14340 -10.29332 -18.61506 0.1 1.6 -1.0
C -11.61061 -10.56342 -18.95005 -0.2 0.2 0.3
O -12.06138 -11.76136 -18.34773 0.8 -0.7 -0.9
C -11.64723 -12.93549 -19.08346 -0.7 -0.3 1.6
H -7.64033 -5.06406 -20.21955 -0.1 0.1 -0.1
H -6.33273 -5.48287 -19.10176 0.3 -0.1 -0.2
H -7.59606 -4.48763 -18.53236 -0.8 -0.4 0.2
H -6.51430 -7.62851 -19.67300 0.3 -0.2 0.3
H -7.93098 -7.53485 -20.64386 -0.2 0.4 -0.4
H -8.02792 -9.18931 -18.12073 0.6 0.2 0.3
H -7.65762 -9.80091 -19.74236 0.6 0.2 0.0
H -9.93899 -8.24909 -19.37109 -1.2 -0.3 0.6
H -9.99536 -10.05254 -17.56234 -0.4 0.1 0.3
H -9.52962 -11.18475 -18.74442 0.0 0.0 -0.5
H -11.86267 -10.60464 -20.00971 0.6 0.0 -0.4
H -12.25664 -9.76419 -18.58677 0.1 0.0 0.4
H -12.20981 -13.69572 -18.54155 -0.3 -0.4 -0.6
H -10.62372 -13.28561 -18.94953 0.5 0.7 0.1
H -11.85277 -12.94199 -20.15388 -0.4 0.4 0.0
C -11.96059 -7.62811 -12.08245 -0.2 -0.7 -0.2
O -11.99798 -7.41034 -13.46647 -0.6 1.3 -0.2
C -11.68355 -8.48719 -14.32940 -0.1 1.5 -0.7
C -11.82262 -7.90909 -15.80669 0.0 -1.0 1.2
N -11.06812 -6.65033 -15.98446 0.7 -2.4 0.6
C -11.36130 -5.93605 -17.19990 -1.3 0.9 1.2
C -10.75043 -4.55176 -17.18365 1.0 0.0 -1.0
O -11.12004 -3.83588 -16.06620 -0.7 2.2 1.8
C -10.66052 -2.44320 -16.03704 0.3 -1.4 -0.9
H -12.29048 -6.76038 -11.51120 0.5 0.5 -0.5
H -10.95541 -7.95504 -11.81629 0.0 -0.1 0.5
H -12.71176 -8.35829 -11.78132 0.1 -0.7 0.0
H -12.41419 -9.27471 -14.14481 0.1 -0.4 -0.4
H -10.66130 -8.78294 -14.09352 0.2 -0.5 -0.2
H -12.89344 -7.82174 -15.99062 -0.3 0.5 0.1
H -11.57292 -8.74185 -16.46416 0.7 0.2 -0.3
H -11.33716 -6.16969 -15.13788 0.3 0.9 -0.3
H -12.44032 -5.78968 -17.15088 -0.6 0.2 -0.8
H -11.12502 -6.45644 -18.12804 0.3 -0.2 0.2
H -11.06615 -3.98046 -18.05660 -0.1 -0.1 -0.6
H -9.66250 -4.60852 -17.21948 0.4 -0.3 -0.1
H -11.29579 -1.77881 -15.45128 -0.1 -0.6 0.3
H -10.61871 -2.01627 -17.03907 -0.4 -0.1 -0.4
H -9.61701 -2.39940 -15.72515 0.0 -0.1 0.5
C -13.86434 -13.15251 -6.95694 -0.1 0.3 -0.7
O -14.18008 -12.03533 -7.79605 -1.1 -0.6 1.1
C -13.24672 -11.88127 -8.80511 1.2 1.9 -0.3
C -13.41726 -10.50576 -9.54237 -1.0 -1.5 -0.1
N -14.72982 -10.46181 -10.22281 -0.1 -0.1 -0.3
C -14.81974 -11.27042 -11.43816 -0.3 0.0 -0.2
C -16.27431 -11.50836 -11.87629 0.9 0.6 1.1
O -16.85224 -12.36792 -10.91269 0.7 0.2 0.5
C -18.20621 -12.55620 -11.12186 -0.6 -1.3 -0.5
H -12.91621 -13.01102 -6.43815 0.2 0.2 0.1
H -13.74863 -14.03990 -7.57923 -0.1 -0.3 0.0
H -14.64919 -13.32734 -6.22104 -0.1 0.3 -0.2
H -13.26109 -12.69334 -9.53205 -0.1 -0.3 -0.1
H -12.28421 -11.84579 -8.29481 0.7 -0.2 -0.3
H -12.60332 -10.41076 -10.26110 0.0 0.0 -0.1
H -13.35691 -9.65172 -8.86778 0.0 -0.2 0.3
H -15.40082 -10.90966 -9.61512 -0.2 0.3 0.5
H -14.43986 -12.28152 -11.29163 0.4 -0.3 -0.1
H -14.25323 -10.78570 -12.23328 0.0 0.0 -0.2
H -16.27571 -11.93901 -12.87760 -0.3 0.0 -0.2
H -16.81736 -10.56622 -11.80167 -0.1 0.2 -0.5
H -18.31213 -13.11190 -12.05357 -0.4 0.1 -0.5
H -18.81678 -11.65433 -11.16574 0.1 0.3 0.1
H -18.61393 -13.24618 -10.38308 0.2 0.2 0.4
C -16.32726 -17.45715 -18.19488 -1.3 0.4 -0.2
O -16.84656 -16.87759 -17.03864 1.4 -0.7 2.6
C -18.06575 -16.23676 -17.10872 -0.9 1.3 -0.2
C -18.44276 -15.59239 -15.76992 0.0 -0.6 0.1
N -18.63273 -16.59661 -14.73125 -0.1 0.3 0.5
C -18.78815 -15.89170 -13.44193 0.7 -0.9 -0.6
C -18.70539 -16.81569 -12.24580 -1.0 0.5 1.2
O -19.03889 -16.10854 -10.98847 1.1 -0.4 -1.4
C -20.34641 -15.56961 -10.97913 0.9 0.1 0.4
H -16.09710 -16.59799 -18.82494 0.4 -0.5 -0.8
H -17.13057 -18.08050 -18.58760 0.1 -0.1 -0.8
H -15.48504 -18.12322 -18.00753 0.1 0.5 0.3
H -18.86152 -16.91403 -17.41882 -0.2 -0.2 -0.1
H -17.99888 -15.42438 -17.83236 -0.1 0.1 -0.3
H -19.37013 -15.01983 -15.78638 -0.3 -0.1 -0.7
H -17.73045 -14.82172 -15.47535 0.7 -0.1 0.0
H -17.85841 -17.24492 -14.74563 0.3 0.0 0.2
H -19.72891 -15.34961 -13.53782 0.1 0.1 0.4
H -17.94912 -15.21519 -13.27924 -0.1 0.7 -0.2
H -17.69350 -17.20574 -12.13613 0.0 0.2 0.2
H -19.36018 -17.68276 -12.33273 -0.3 -0.1 -0.1
H -20.48409 -14.70093 -11.62297 -0.1 -0.3 -0.8
H -20.43991 -15.08478 -10.00738 -0.4 -0.7 0.4
H -21.00289 -16.41362 -11.19075 -0.8 0.5 0.2
C -23.04436 -2.93299 -17.17473 0.2 1.3 -1.0
O -21.68893 -2.50364 -17.00813 0.4 -1.3 0.4
C -20.74373 -3.15542 -17.89441 1.3 1.2 0.7
C -19.22082 -2.90972 -17.42564 -1.1 0.0 0.7
N -19.06272 -3.08143 -15.92755 -0.7 0.2 -2.3
C -19.13594 -4.50689 -15.66105 1.1 -0.4 0.9
C -18.88708 -4.78839 -14.12459 -0.6 0.0 -2.5
O -17.75140 -4.10720 -13.65366 -0.8 -0.8 1.8
C -17.69368 -4.35043 -12.22961 -0.1 1.0 -0.1
H -23.28622 -3.99557 -17.15188 0.6 -0.2 0.4
H -23.35562 -2.56306 -18.15165 -0.2 -0.2 -0.4
H -23.67492 -2.36602 -16.48986 0.3 -0.3 0.4
H -20.85215 -2.64325 -18.85046 -0.1 -0.6 -0.4
H -20.85354 -4.23968 -17.91507 -0.6 0.1 -0.3
H -18.85076 -1.94454 -17.77144 -0.3 0.3 0.4
H -18.58435 -3.61224 -17.96366 -0.3 -0.3 0.1
H -19.98270 -2.75122 -15.67322 -0.1 0.6 0.9
H -18.41042 -5.01962 -16.29257 0.4 0.0 0.3
H -20.09144 -4.90386 -16.00389 -0.4 -0.4 0.5
H -18.76621 -5.86193 -13.97968 -0.1 -0.3 0.1
H -19.83471 -4.48815 -13.67742 0.1 0.3 0.8
H -18.58565 -4.05046 -11.67961 -0.6 0.5 -0.5
H -16.92187 -3.70903 -11.80416 0.3 -0.4 -0.2
H -17.63285 -5.38625 -11.89573 0.7 -0.4 -0.6
C -8.69646 -12.45995 -11.97646 -0.4 -0.5 -1.5
C -9.78813 -11.39674 -12.00519 0.2 0.6 0.0
C -11.10047 -11.71947 -12.78585 -0.1 -0.8 0.1
O -10.81110 -12.07463 -14.12570 0.3 0.6 -0.6
C -11.95756 -12.36679 -14.91783 -0.8 -1.2 0.5
N -10.07174 -10.89632 -10.64032 -0.9 -0.3 -0.4
H -8.97729 -13.35480 -11.42106 0.0 0.1 0.4
H -7.71161 -12.08271 -11.70104 -0.2 0.2 0.5
H -8.54655 -12.80412 -12.99978 0.0 -0.2 -0.2
H -9.39582 -10.56213 -12.58623 0.2 0.2 0.1
H -11.79606 -10.88097 -12.75157 0.2 0.5 0.1
H -11.69308 -12.55050 -12.40338 0.1 -0.4 0.8
H -11.77885 -12.39242 -15.99278 0.4 0.8 0.2
H -12.86971 -11.82729 -14.66284 0.3 1.1 -0.2
H -12.34467 -13.36657 -14.72119 0.5 -0.6 0.4
H -10.38922 -11.70084 -10.11874 -0.3 -0.2 0.3
H -9.24286 -10.61312 -10.13747 0.4 0.2 -0.4
C -13.59177 -4.61037 -13.77576 -0.3 -1.1 -0.4
C -14.39242 -3.72014 -14.71682 1.2 1.2 0.6
C -15.30028 -4.42673 -15.72139 -0.1 1.0 1.5
O -16.04458 -3.43340 -16.45690 0.8 -0.9 -0.2
C -16.00412 -3.78640 -17.81629 -0.2 -0.1 -0.1
N -15.11037 -2.74317 -13.84058 0.2 -0.3 -0.3
H -12.87722 -5.29601 -14.23118 -0.4 -0.1 -0.3
H -14.34272 -5.19995 -13.24985 0.2 -0.4 0.4
H -12.98386 -4.06147 -13.05655 -0.3 0.4 0.0
H -13.61448 -3.16551 -15.24149 -0.3 0.2 -0.6
H -15.99803 -5.02329 -15.13371 -0.2 -0.3 -0.2
H -14.66119 -5.06946 -16.32683 -0.2 0.0 -0.4
H -16.61890 -3.10868 -18.40860 0.3 0.3 0.1
H -16.41305 -4.78439 -17.97404 -0.1 -0.3 0.0
H -14.97547 -3.80631 -18.17627 0.2 0.2 -0.3
H -15.06991 -3.18050 -12.93107 -0.6 -0.1 0.3
H -14.48190 -1.96544 -13.69819 0.0 0.4 -0.3
C -10.61147 -5.70776 -21.74517 -0.2 -0.9 -0.5
C -12.05303 -5.21891 -22.00069 1.5 -0.9 2.5
C -12.94997 -5.33251 -20.72060 0.3 -0.8 -1.6
O -13.42686 -6.64074 -20.75739 -0.1 -1.2 0.7
C -14.06250 -7.10564 -19.57300 -0.3 0.5 0.1
N -11.87615 -3.85506 -22.31471 -0.9 1.5 -1.4
H -10.61930 -6.61714 -21.14427 0.3 0.0 0.1
H -9.91289 -4.95344 -21.38311 -0.4 0.2 0.6
H -10.17267 -5.95068 -22.71292 0.0 -0.3 -0.1
H -12.42093 -5.88119 -22.78436 -0.6 0.6 -0.1
H -13.80767 -4.66171 -20.77029 -0.1 0.5 -0.1
H -12.37026 -5.06753 -19.83639 0.2 -0.2 0.3
H -13.38480 -7.60201 -18.87842 0.2 -0.1 -0.1
H -14.88595 -7.77711 -19.81623 0.2 -0.1 -0.2
H -14.49279 -6.26119 -19.03462 -0.1 0.2 0.1
H -12.80626 -3.52622 -22.53116 -0.1 0.7 -0.3
H -11.62385 -3.38642 -21.45633 0.2 0.3 0.1
C -10.16179 -16.53977 -14.01293 -0.1 0.4 0.5
C -11.21234 -17.56564 -14.18942 -1.4 -0.8 -1.3
C -12.38466 -17.03321 -15.07853 0.1 0.1 0.7
O -12.96046 -15.94354 -14.40770 -1.3 1.4 -0.2
C -14.05498 -15.27495 -15.12196 0.7 -0.4 0.8
N -10.65638 -18.76304 -14.87584 -0.2 -0.3 0.5
H -10.51827 -15.67940 -13.44654 -0.1 0.1 -0.2
H -9.89331 -16.22701 -15.02199 0.6 0.1 0.2
H -9.37179 -17.00940 -13.42689 0.5 0.3 -0.3
H -11.60714 -17.96574 -13.25553 -0.3 0.7 0.3
H -13.14981 -17.79299 -15.23783 0.0 -0.4 0.0
H -12.04247 -16.70342 -16.05946 0.5 -0.2 -0.2
H -13.73028 -14.63588 -15.94310 0.4 -0.5 -0.4
H -14.51251 -14.54024 -14.45942 0.0 -0.4 0.5
H -14.81200 -15.99434 -15.43423 0.0 0.0 -0.2
H -10.99731 -19.51273 -14.29118 -0.4 -0.6 -0.5
H -9.67074 -18.84884 -14.67275 0.5 0.5 -0.2